w | Density functional theory data (ωB97M-V/def2-TZVPD) for a molecular structure, C30H26F5N7O4STi.

## Properties
HOMO level (alpha / beta): -6.304 / -6.313 eV

Structure (ORCA input):
```
! wB97M-V def2-TZVPD RIJCOSX def2/J DEFGRID3
* xyz 0 1
Ti -0.417 -0.395 -0.234
C 0.195 -3.470 2.889
C -0.218 -2.887 1.729
N 0.338 -1.739 1.267
C 1.320 -1.194 2.035
C 1.680 -1.804 3.256
N 1.152 -2.920 3.680
C 1.921 -0.039 1.456
C 2.959 0.731 1.961
C 3.521 1.743 1.192
C 3.081 1.877 -0.138
C 2.050 1.098 -0.598
N 1.375 0.246 0.233
C 1.620 0.947 -1.966
C 2.097 1.700 -3.051
N 1.750 1.452 -4.293
C 0.899 0.428 -4.485
C 0.377 -0.290 -3.439
N 0.708 -0.032 -2.162
C 4.598 2.606 1.716
C 5.575 2.117 2.581
C 6.562 2.973 3.040
N 6.644 4.257 2.701
C 5.710 4.722 1.875
C 4.681 3.950 1.362
H -0.251 -4.391 3.240
H -1.037 -3.285 1.144
H 2.435 -1.340 3.881
H 3.325 0.542 2.961
H 3.597 2.554 -0.805
H 2.781 2.523 -2.882
H 0.627 0.200 -5.507
H -0.315 -1.105 -3.609
H 5.585 1.075 2.876
H 7.332 2.605 3.708
H 5.783 5.772 1.614
H 3.937 4.400 0.717
N -2.174 -0.533 -1.666
C -2.577 0.810 -2.115
C -1.884 1.911 -1.305
O -2.279 3.053 -1.424
O -0.867 1.533 -0.596
H -2.062 -1.165 -2.449
H -2.858 -0.953 -1.041
H -3.654 0.960 -2.072
H -2.273 0.962 -3.152
C -4.161 -3.311 0.112
O -2.842 -3.093 -0.365
C -2.504 -3.808 -1.526
C -1.022 -4.069 -1.514
O -0.283 -2.858 -1.432
C 1.115 -3.152 -1.461
H -4.311 -4.365 0.362
H -4.267 -2.697 1.003
H -4.906 -3.003 -0.628
H -2.783 -3.245 -2.430
H -3.028 -4.769 -1.570
H -0.741 -4.603 -2.430
H -0.769 -4.707 -0.658
H 1.651 -2.219 -1.316
H 1.389 -3.598 -2.421
H 1.377 -3.845 -0.656
F -5.521 4.311 0.667
C -4.760 3.238 0.869
C -3.570 3.348 1.563
F -3.189 4.537 2.028
C -2.781 2.233 1.760
F -1.635 2.378 2.419
C -3.144 0.978 1.273
S -2.122 -0.429 1.519
C -4.349 0.907 0.585
F -4.744 -0.271 0.056
C -5.154 2.009 0.377
F -6.295 1.896 -0.311
*
```


x | Density functional theory data (ωB97M-V/def2-TZVPD) for a molecular structure, C30H26F5N7O4STi.

## Properties
HOMO level (alpha / beta): -6.274 / -6.283 eV

Structure (ORCA input):
```
! wB97M-V def2-TZVPD RIJCOSX def2/J DEFGRID3
* xyz 0 1
Ti -0.491 -0.501 0.663
C 0.184 1.933 4.302
C 0.400 1.344 3.090
N -0.614 0.837 2.350
C -1.856 0.928 2.893
C -2.029 1.492 4.169
N -1.045 2.002 4.865
C -2.892 0.446 2.030
C -4.253 0.430 2.274
C -5.138 0.054 1.267
C -4.608 -0.183 -0.011
C -3.248 -0.154 -0.206
N -2.380 0.012 0.839
C -2.563 -0.151 -1.474
C -3.171 -0.329 -2.727
N -2.517 -0.205 -3.859
C -1.209 0.105 -3.767
C -0.580 0.230 -2.555
N -1.232 0.082 -1.390
C -6.596 -0.015 1.502
C -7.245 0.876 2.353
C -8.614 0.763 2.532
N -9.366 -0.156 1.931
C -8.742 -1.006 1.118
C -7.378 -0.978 0.875
H 1.002 2.345 4.878
H 1.396 1.215 2.686
H -3.019 1.522 4.611
H -4.622 0.705 3.253
H -5.273 -0.330 -0.850
H -4.223 -0.579 -2.791
H -0.670 0.235 -4.696
H 0.475 0.469 -2.498
H -6.698 1.665 2.852
H -9.135 1.452 3.187
H -9.365 -1.754 0.643
H -6.929 -1.718 0.225
N 1.231 -1.311 -0.568
C 0.847 -2.568 -1.235
C -0.488 -3.108 -0.708
O -0.809 -4.237 -1.018
O -1.199 -2.271 -0.023
H 1.652 -0.667 -1.224
H 1.908 -1.461 0.177
H 1.606 -3.343 -1.144
H 0.698 -2.387 -2.300
C 4.168 -0.425 1.732
O 3.035 0.292 1.271
C 3.300 1.165 0.206
C 2.216 2.204 0.173
O 0.925 1.631 -0.020
C -0.031 2.697 -0.076
H 4.938 0.265 2.090
H 3.822 -1.055 2.547
H 4.586 -1.058 0.942
H 3.357 0.627 -0.754
H 4.258 1.680 0.347
H 2.413 2.909 -0.644
H 2.227 2.762 1.116
H -1.018 2.257 -0.174
H 0.182 3.342 -0.933
H 0.013 3.292 0.840
F 0.524 -7.396 1.061
C 0.532 -6.111 1.407
C -0.589 -5.533 1.973
F -1.678 -6.273 2.171
C -0.574 -4.198 2.319
F -1.677 -3.678 2.847
C 0.545 -3.390 2.113
S 0.511 -1.680 2.529
C 1.652 -4.010 1.549
F 2.764 -3.292 1.285
C 1.660 -5.345 1.194
F 2.743 -5.891 0.632
*
```


Which one sits at the top of the stability order? x does.


w | Density functional theory data (ωB97M-V/def2-TZVPD) for a molecular structure, C30H70N10O10.

## Properties
HOMO level: -8.017 eV

Structure (ORCA input):
```
! wB97M-V def2-TZVPD RIJCOSX def2/J DEFGRID3
* xyz 0 1
C -18.691 0.409 -5.144
O -18.847 1.596 -5.467
N -18.396 -0.594 -6.036
C -18.228 -0.377 -7.429
C -18.010 -1.921 -5.456
H -18.859 0.163 -4.084
H -18.659 0.545 -7.820
H -18.792 -1.189 -7.888
H -17.221 -0.448 -7.838
H -18.207 -2.190 -4.418
H -18.422 -2.777 -5.990
H -16.923 -2.005 -5.467
C -21.270 4.743 -5.196
O -22.270 4.978 -5.884
N -20.308 3.925 -5.576
C -19.151 3.605 -4.741
C -20.216 3.243 -6.871
H -21.017 5.271 -4.264
H -18.214 3.883 -5.223
H -19.012 2.559 -4.467
H -19.012 3.997 -3.733
H -20.176 2.154 -6.829
H -21.045 3.464 -7.543
H -19.341 3.643 -7.383
C -16.928 2.802 -6.314
O -16.052 3.566 -5.936
N -17.250 2.531 -7.608
C -18.506 1.940 -7.957
C -16.502 2.934 -8.826
H -17.527 2.272 -5.557
H -18.193 1.225 -8.718
H -19.202 2.653 -8.397
H -18.945 1.435 -7.097
H -16.397 2.190 -9.616
H -17.038 3.823 -9.158
H -15.528 3.330 -8.537
C -22.189 -0.896 -4.513
O -22.604 -1.591 -3.543
N -21.267 -1.235 -5.473
C -20.939 -0.316 -6.588
C -20.669 -2.579 -5.507
H -22.694 0.051 -4.757
H -20.915 -0.840 -7.544
H -19.999 0.233 -6.644
H -21.660 0.482 -6.765
H -21.139 -3.036 -6.378
H -19.585 -2.671 -5.573
H -20.848 -3.297 -4.706
C -19.516 -5.390 -5.221
O -20.559 -5.432 -4.572
N -18.393 -4.948 -4.718
C -17.271 -4.810 -5.617
C -18.247 -4.506 -3.343
H -19.472 -5.799 -6.242
H -17.389 -5.591 -6.368
H -16.370 -4.916 -5.013
H -17.242 -3.795 -6.013
H -18.715 -5.204 -2.648
H -17.179 -4.447 -3.135
H -18.671 -3.518 -3.162
C -14.786 -1.695 -2.222
O -15.276 -1.950 -1.079
N -15.359 -1.968 -3.421
C -14.847 -1.486 -4.701
C -16.647 -2.685 -3.411
H -13.939 -1.007 -2.372
H -15.346 -0.553 -4.966
H -14.876 -2.207 -5.517
H -13.804 -1.205 -4.558
H -17.502 -2.068 -3.686
H -16.568 -3.380 -4.247
H -16.819 -3.337 -2.554
C -18.203 -4.753 -9.821
O -17.726 -4.369 -10.874
N -18.644 -3.840 -8.928
C -19.170 -4.333 -7.672
C -18.426 -2.382 -9.101
H -18.347 -5.788 -9.475
H -19.425 -5.387 -7.561
H -20.054 -3.705 -7.563
H -18.426 -4.054 -6.927
H -18.114 -2.113 -10.111
H -19.418 -1.951 -8.964
H -17.755 -1.960 -8.353
C -16.769 -0.220 -2.382
O -17.475 -0.515 -3.309
N -17.118 0.847 -1.537
C -16.303 1.324 -0.418
C -18.400 1.503 -1.683
H -15.870 -0.743 -2.020
H -15.437 0.711 -0.167
H -16.932 1.464 0.461
H -15.879 2.296 -0.672
H -18.111 2.545 -1.821
H -18.899 1.268 -2.623
H -19.181 1.302 -0.950
C -20.655 -0.994 -9.015
O -19.451 -0.807 -8.908
N -21.588 -0.045 -9.048
C -22.998 -0.298 -9.223
C -21.255 1.362 -8.937
H -21.153 -1.975 -9.048
H -23.724 0.011 -8.471
H -23.064 -1.372 -9.393
H -23.392 0.202 -10.108
H -20.171 1.467 -8.927
H -21.580 2.003 -9.757
H -21.683 1.777 -8.024
C -15.332 -2.647 -7.651
O -15.683 -2.796 -6.503
N -15.128 -1.460 -8.205
C -14.917 -1.335 -9.633
C -15.317 -0.131 -7.604
H -15.247 -3.476 -8.370
H -13.992 -0.797 -9.839
H -15.759 -0.815 -10.090
H -14.883 -2.247 -10.230
H -15.539 -0.275 -6.546
H -14.453 0.523 -7.727
H -16.174 0.324 -8.100
*
```


x | Density functional theory data (ωB97M-V/def2-TZVPD) for 10 unconnected molecules or ions with the total composition C30H70N10O10.

## Properties
SMILES: CN(C)C=O.CN(C)C=O.CN(C)C=O.CN(C)C=O.CN(C)C=O.CN(C)C=O.CN(C)C=O.CN(C)C=O.CN(C)C=O.CN(C)C=O
HOMO level: -9.183 eV

Structure (ORCA input):
```
! wB97M-V def2-TZVPD RIJCOSX def2/J DEFGRID3
* xyz 0 1
C 29.737 -8.515 32.369
O 30.686 -7.988 31.890
N 28.442 -8.246 32.108
C 27.298 -8.925 32.717
C 28.041 -7.314 31.007
H 29.748 -9.442 32.963
H 27.436 -9.049 33.791
H 26.996 -9.799 32.140
H 26.437 -8.258 32.690
H 27.360 -7.866 30.360
H 27.515 -6.486 31.482
H 28.873 -6.926 30.419
C 26.303 -1.798 36.095
O 26.853 -0.712 36.329
N 26.795 -3.085 36.248
C 28.229 -3.302 36.481
C 25.900 -4.194 35.903
H 25.277 -1.905 35.711
H 28.352 -4.144 37.163
H 28.575 -2.482 37.110
H 28.703 -3.450 35.511
H 26.358 -5.183 35.931
H 25.002 -4.259 36.518
H 25.498 -4.073 34.898
C 27.195 -1.146 30.097
O 27.170 0.044 29.861
N 26.573 -1.654 31.174
C 26.783 -3.104 31.595
C 25.788 -0.713 32.067
H 27.691 -1.897 29.463
H 27.379 -3.052 32.506
H 27.359 -3.433 30.730
H 25.927 -3.775 31.665
H 24.981 -1.160 32.647
H 26.529 -0.334 32.771
H 25.188 0.100 31.658
C 29.344 -10.005 36.032
O 28.204 -10.389 36.259
N 29.889 -8.815 36.394
C 31.222 -8.419 36.039
C 29.082 -7.694 36.953
H 30.082 -10.588 35.460
H 31.232 -7.535 35.401
H 31.769 -9.281 35.658
H 31.737 -8.247 36.984
H 29.494 -7.460 37.935
H 29.216 -6.775 36.382
H 28.051 -8.007 37.119
C 24.146 -8.226 31.774
O 24.236 -6.969 31.613
N 24.347 -9.033 30.678
C 24.139 -10.507 30.795
C 24.417 -8.619 29.232
H 23.871 -8.705 32.727
H 23.715 -10.652 31.788
H 25.131 -10.959 30.766
H 23.535 -11.063 30.078
H 25.260 -9.099 28.735
H 23.493 -8.822 28.691
H 24.576 -7.543 29.161
C 29.109 -11.585 30.873
O 28.192 -11.896 31.571
N 30.430 -11.679 31.187
C 31.469 -11.665 30.123
C 30.987 -11.851 32.545
H 28.896 -11.097 29.909
H 32.116 -12.542 30.143
H 32.207 -10.864 30.178
H 31.018 -11.720 29.132
H 31.618 -10.983 32.734
H 30.381 -11.761 33.446
H 31.720 -12.646 32.686
C 23.139 -11.741 27.348
O 22.771 -10.608 27.239
N 24.402 -12.115 27.117
C 25.598 -11.199 27.034
C 24.715 -13.521 27.095
H 22.438 -12.572 27.526
H 25.309 -10.296 26.496
H 26.226 -11.761 26.342
H 26.062 -10.929 27.983
H 23.906 -13.993 26.537
H 25.589 -13.800 26.506
H 24.717 -13.812 28.146
C 36.229 -10.318 35.827
O 36.948 -11.169 36.356
N 36.312 -9.009 36.025
C 35.546 -8.019 35.252
C 37.177 -8.234 36.871
H 35.476 -10.478 35.039
H 35.040 -7.300 35.896
H 34.674 -8.331 34.677
H 36.350 -7.421 34.822
H 37.806 -8.952 37.397
H 37.869 -7.617 36.298
H 36.547 -7.665 37.555
C 34.868 -3.606 29.942
O 34.936 -2.424 29.496
N 34.266 -3.876 31.155
C 33.993 -2.766 32.124
C 34.063 -5.166 31.763
H 35.271 -4.499 29.438
H 33.019 -2.714 32.609
H 34.310 -1.779 31.788
H 34.745 -2.886 32.903
H 33.975 -5.926 30.987
H 34.753 -5.449 32.558
H 33.017 -5.124 32.067
C 22.667 -11.784 35.566
O 21.747 -11.177 36.137
N 23.595 -12.498 36.229
C 24.536 -13.320 35.524
C 23.660 -12.513 37.725
H 22.840 -11.740 34.480
H 24.292 -13.396 34.465
H 24.522 -14.391 35.725
H 25.514 -12.872 35.699
H 23.382 -13.535 37.982
H 24.661 -12.165 37.979
H 22.950 -11.925 38.308
*
```


Which one sits at the top of the stability order? x does.


w | Density functional theory data (ωB97M-V/def2-TZVPD) for a single C2H8N2S molecule.

## Properties
SMILES: CNN(C)S
HOMO level: -8.093 eV

Structure (ORCA input):
```
! wB97M-V def2-TZVPD RIJCOSX def2/J DEFGRID3
* xyz 0 1
C -0.863 -1.611 -0.148
C 1.400 1.255 0.282
N 0.248 -0.785 -0.331
N 0.112 0.467 0.294
S -1.333 1.485 -0.110
H -0.678 -2.410 0.670
H -1.800 -0.960 -0.065
H -0.986 -2.168 -1.092
H 1.209 2.319 0.640
H 2.129 0.893 0.886
H 1.885 1.330 -0.761
H 0.642 -0.770 -1.212
H -1.966 0.955 0.947
*
```


x | Density functional theory data (ωB97M-V/def2-TZVPD) for 2 unconnected molecules or ions with the total composition C2H8N2S.

## Properties
SMILES: C/N=C/N.S
HOMO level: -8.259 eV

Structure (ORCA input):
```
! wB97M-V def2-TZVPD RIJCOSX def2/J DEFGRID3
* xyz 0 1
C 0.647 0.394 -1.762
N -0.181 0.614 -0.513
C 0.708 0.538 0.498
N 0.365 -0.004 1.665
H 0.770 1.312 -2.312
H 0.076 -0.242 -2.409
H 1.633 -0.076 -1.583
H -1.385 -0.279 -0.384
H 1.661 1.034 0.393
H -0.551 -0.405 1.905
H 0.918 0.147 2.444
S -2.427 -1.046 0.551
H -2.234 -1.988 1.506
*
```


y | Density functional theory data (ωB97M-V/def2-TZVPD) for 2 unconnected molecules or ions with the total composition C2H8N2S.

## Properties
HOMO level: -6.395 eV

Structure (ORCA input):
```
! wB97M-V def2-TZVPD RIJCOSX def2/J DEFGRID3
* xyz 0 1
C -1.584 -0.851 2.348
S -1.272 -0.118 0.722
H -2.665 -0.804 2.471
H -1.218 -1.860 2.432
H -1.130 -0.253 3.137
N 0.290 1.254 -1.876
C 1.270 0.379 -1.781
N 1.523 -0.162 -0.632
H -0.538 1.107 -1.292
H 0.092 1.742 -2.734
H 2.055 0.252 -2.517
H 2.413 -0.538 -0.371
H 0.764 -0.148 0.092
*
```


Which one sits at the top of the stability order? y does.


w | Density functional theory data (ωB97M-V/def2-TZVPD) for a molecular structure, CH7NO.

## Properties
HOMO level: -9.445 eV

Structure (ORCA input):
```
! wB97M-V def2-TZVPD RIJCOSX def2/J DEFGRID3
* xyz 0 1
C -1.298 -0.636 0.013
H -1.054 1.241 -0.845
H -1.332 1.069 0.918
H -1.404 -1.127 1.107
H -2.405 -0.710 -0.495
H -0.333 -1.387 -0.580
H 2.154 0.707 -0.048
H 3.730 0.360 -0.326
N -0.802 0.711 0.117
O 2.744 -0.228 0.140
*
```


x | Density functional theory data (ωB97M-V/def2-TZVPD) for 2 unconnected molecules or ions with the total composition CH7NO.

## Properties
SMILES: CN.O
HOMO level: -8.937 eV

Structure (ORCA input):
```
! wB97M-V def2-TZVPD RIJCOSX def2/J DEFGRID3
* xyz 0 1
C -0.946 -2.886 1.141
N 0.038 -2.750 0.081
H -1.899 -2.939 0.586
H -0.661 -3.671 1.866
H -0.768 -1.976 1.649
H 0.972 -2.421 0.564
H 0.384 -3.455 -0.638
H 0.300 6.996 -1.479
H 1.503 6.134 -1.684
O 1.075 6.968 -2.086
*
```


Which one sits at the top of the stability order? x does.


w | Density functional theory data (ωB97M-V/def2-TZVPD) for 2 unconnected molecules or ions with the total composition C7H13N2.

## Properties
HOMO level (alpha / beta): -9.956 / -9.957 eV

Structure (ORCA input):
```
! wB97M-V def2-TZVPD RIJCOSX def2/J DEFGRID3
* xyz 1 1
C 2.772 0.855 0.412
C 2.959 -0.411 0.775
C 1.861 0.914 -0.687
C 1.947 -1.230 -0.005
C -1.847 0.117 1.483
C 0.198 -0.490 -1.587
C -2.186 0.205 0.029
N 1.252 -0.231 -0.813
N -2.316 1.315 -0.693
H 3.097 1.724 0.948
H 3.725 -0.849 1.379
H 1.614 1.904 -0.968
H 2.335 -2.056 -0.614
H -2.856 0.294 2.030
H -1.202 0.986 1.785
H -1.497 -0.823 1.842
H -0.255 0.132 -2.437
H -0.047 -1.482 -1.552
H -2.154 -0.710 -0.560
H 1.227 -1.692 0.610
H -2.193 2.299 -0.288
H -2.547 1.071 -1.725
*
```


x | Density functional theory data (ωB97M-V/def2-TZVPD) for 2 unconnected molecules or ions with the total composition C7H13N2.

## Properties
HOMO level (alpha / beta): -12.952 / -13.068 eV

Structure (ORCA input):
```
! wB97M-V def2-TZVPD RIJCOSX def2/J DEFGRID3
* xyz 1 1
C 0.297 3.102 0.362
C -0.085 1.988 -0.009
C -0.405 0.656 -0.032
C 2.192 -0.088 -1.136
C 1.945 -1.030 1.040
C -1.412 -1.507 0.343
C -2.827 0.642 -0.326
N 1.388 -0.777 -0.240
N -1.498 -0.008 -0.094
H 0.478 4.056 0.390
H 2.985 -0.774 -1.602
H 1.564 0.318 -1.956
H 2.805 0.729 -0.747
H 2.688 -0.309 1.392
H 1.207 -1.405 1.789
H 2.580 -1.978 1.072
H -1.898 -1.905 1.244
H -0.353 -1.917 0.198
H -2.173 -1.989 -0.320
H -3.244 -0.029 -1.196
H -2.805 1.723 -0.700
H -3.428 0.501 0.530
*
```


Which one sits at the top of the stability order? w does.